# 1
A cluster of 2 separate species, C5H16N2O in total at a distorted geometry, computed with ωB97M-V with the def2-TZVPD basis set.

Cartesian coordinates (Å):
C (-2.763, -0.799, 0.838)
N (-1.836, -1.503, -0.075)
C (-0.273, -1.315, 0.030)
C (-0.009, 0.028, -0.914)
C (0.203, 1.431, -0.285)
C (0.525, 2.642, -1.123)
N (1.314, 1.134, 0.628)
H (-3.416, -1.406, 1.302)
H (-1.986, -0.368, 1.637)
H (-3.110, 0.140, 0.236)
H (-1.923, -2.505, 0.006)
H (0.275, -2.020, -0.536)
H (-0.002, -1.374, 1.061)
H (-0.702, 0.170, -1.666)
H (0.833, -0.315, -1.723)
H (-0.748, 1.561, 0.316)
H (0.744, 3.710, -0.517)
H (-0.556, 2.856, -1.750)
H (1.268, 2.465, -1.832)
H (2.271, 1.493, 0.591)
H (1.173, 0.361, 1.288)
O (2.907, -1.817, 0.836)
H (3.207, -2.146, 0.157)
H (2.605, -2.425, 1.496)

Values from the calculation:
SMILES   CNCC[C@H](C)N.O

# 2
A cluster of 3 separate species, C5H16N2O in total at a distorted geometry, computed with ωB97M-V with the def2-TZVPD basis set.

Cartesian coordinates (Å):
N (-2.245, 0.577, 1.239)
C (-2.103, 0.359, -0.207)
C (-1.036, 1.301, -0.748)
N (0.349, 0.990, -0.435)
C (0.934, -0.094, -1.254)
C (1.737, -0.967, -0.328)
C (1.900, -2.399, -0.797)
H (-2.895, -0.067, 1.659)
H (-1.359, 0.573, 1.737)
H (-1.848, -0.722, -0.474)
H (-3.046, 0.552, -0.702)
H (-1.163, 1.388, -1.891)
H (-1.269, 2.358, -0.317)
H (0.459, 0.708, 0.711)
H (1.533, 0.334, -2.137)
H (0.134, -0.726, -1.743)
H (1.039, -0.939, 0.602)
H (2.659, -0.453, -0.011)
H (2.524, -3.045, -0.147)
H (2.406, -2.475, -1.813)
H (0.905, -2.874, -0.888)
H (0.088, -1.126, 0.850)
H (0.763, 1.402, 2.599)
O (0.470, 0.617, 2.042)

Gap between HOMO and LUMO values, unit eV, following the record order: 8.55, 5.85.
Energy above the lowest of the compared OMol25 structures with the same formula, charge and spin values, unit kcal/mol, following the record order: 114.5, 166.8.
HOMO level values, unit Ha, following the record order: -0.287, -0.302.